1.
The following is a quantum chemistry calculation of one molecule with the formula C4H9NO4S at a distorted geometry, from the Open Molecules 2025 dataset.

```
19
Properties=species:S:1:pos:R:3:forces:R:3
O -2.5334 -1.5474 -0.6057 1.4 4.0 1.7
S -2.1248 -0.3977 0.2832 -0.6 -1.7 0.3
O -2.3656 -0.6163 1.7097 1.2 -0.3 -1.5
O -2.9592 0.9994 0.1261 1.5 -1.0 -2.0
N -0.5081 0.1879 0.0405 0.0 0.2 1.0
C 0.1189 0.3458 -1.2955 -0.8 0.0 -1.4
C 1.6365 0.7668 -1.2418 -1.9 -2.7 1.6
O 2.2909 -0.3957 -0.5877 -0.7 1.5 1.1
C 1.8670 -0.4298 0.8189 -0.1 2.0 -1.7
C 0.3676 -0.5331 1.0655 -1.6 -1.4 -1.3
H -3.7057 0.8045 0.6807 -1.0 0.1 0.6
H -0.3428 1.1852 -1.8252 -0.5 -0.1 0.2
H -0.1251 -0.5602 -1.8912 0.8 0.4 0.1
H 1.5581 1.7085 -0.6297 1.1 -0.7 -0.5
H 2.0866 0.8193 -2.2465 -0.4 0.4 0.6
H 2.2210 0.4890 1.2836 0.0 0.5 -0.1
H 2.4179 -1.1566 1.3416 0.4 -1.5 0.3
H 0.1141 -0.0695 2.0232 0.1 -0.6 0.0
H -0.0139 -1.5999 0.9504 1.0 1.0 0.9
```
Positions in Å, forces in eV/Å.

The calculation puts the energy above the lowest of the compared OMol25 structures with the same formula, charge and spin at 341.36 kJ/mol. Its HOMO-LUMO gap is 10.4897 eV. As for the SMILES: O=S(=O)(O)N1CCOCC1. As for the lowest unoccupied orbital energy: 0.55 eV.

***

2.
The following is a quantum chemistry calculation of C4H9NO6P2S as an isolated structure, from the Open Molecules 2025 dataset.

```
23
Properties=species:S:1:pos:R:3:forces:R:3
C 0.7565 -1.4616 2.3292 0.2 0.4 -0.1
C 0.9254 -2.0855 0.9766 0.2 -0.2 -0.1
O 1.3502 -3.1872 0.7846 -0.1 -0.1 0.0
N 0.5207 -1.3091 -0.1577 -0.3 0.5 0.2
O 0.0453 -0.0081 0.2128 0.0 -0.6 0.4
P 1.0699 1.1596 -0.1723 0.5 -0.3 -0.5
O 2.4729 0.8265 -0.3617 -0.4 0.1 0.1
O 0.7063 2.1631 0.9976 0.4 0.2 0.0
O 0.3490 1.7723 -1.4723 -0.3 0.2 0.3
P -0.5374 3.1488 -1.4399 0.5 0.6 -0.2
S 0.4505 4.7869 -1.3843 -0.1 -0.1 0.1
C -0.4292 -1.9327 -1.0572 0.0 0.2 0.0
C -1.8650 -1.5343 -0.9108 -0.3 0.2 -0.3
O -0.0371 -2.7390 -1.8315 0.2 -0.5 -0.3
H 1.2893 -2.0748 3.0495 -0.1 -0.1 0.0
H -0.3065 -1.3873 2.5681 0.0 -0.1 0.0
H 1.1497 -0.4462 2.3494 0.0 0.0 0.1
H 1.4716 2.7546 1.1227 -0.3 0.0 0.1
H -1.2982 2.9437 -2.5859 -0.1 -0.2 -0.1
H -1.4179 2.9536 -0.3759 -0.1 -0.2 0.0
H -1.9796 -0.4558 -0.8391 -0.1 0.0 0.0
H -2.3914 -1.9050 -1.7894 0.0 0.0 0.1
H -2.2952 -1.9828 -0.0127 0.1 0.0 0.0
```
Positions in Å, forces in eV/Å.

Its HOMO-LUMO gap is 9.9862 eV. As for the lowest unoccupied orbital energy: 0.23 eV.

***

3.
The following is a quantum chemistry calculation of one molecule with the formula C4H9NOS at a distorted geometry, from the Open Molecules 2025 dataset.

```
16
Properties=species:S:1:pos:R:3:forces:R:3
N -1.7274 0.7637 1.2820 0.2 -1.7 0.8
C -0.3968 0.5244 0.6918 0.9 -0.2 0.1
C 0.4904 -0.3813 1.5503 0.3 -0.3 -0.4
O 0.1612 -1.4746 1.9271 -0.4 0.0 0.2
C -0.5085 -0.0728 -0.7259 0.2 0.4 0.3
C 0.6505 0.2900 -1.6592 -0.7 0.5 0.5
S 2.2512 -0.3636 -1.1792 0.4 -0.2 0.1
H -1.6160 0.4811 2.2653 0.1 1.1 0.2
H -2.2787 -0.0824 1.0879 -0.1 0.4 -0.9
H 0.1832 1.4555 0.6490 -0.5 0.2 -0.2
H 1.5173 -0.0232 1.7531 -0.1 0.1 0.1
H -0.5432 -1.1530 -0.6897 -0.4 -0.4 0.3
H -1.4745 0.3070 -1.0689 0.2 -0.1 -0.5
H 0.7894 1.3708 -1.6050 0.0 0.0 -0.4
H 0.4259 -0.0208 -2.6701 0.0 0.2 -0.3
H 2.0760 -1.6207 -1.6085 -0.1 0.0 0.1
```
Positions in Å, forces in eV/Å.

The calculation puts the energy above the lowest of the compared OMol25 structures with the same formula, charge and spin at 148.97 kJ/mol. Its HOMO-LUMO gap is 10.1575 eV. As for the SMILES: N[C@@H](C=O)CCS. As for the lowest unoccupied orbital energy: 0.78 eV.

***

4.
The following is a quantum chemistry calculation of a 2-piece molecular cluster, C4H9NOS overall at a distorted geometry, from the Open Molecules 2025 dataset.

```
16
Properties=species:S:1:pos:R:3:forces:R:3
C -0.2621 1.8818 0.7313 1.3 2.6 1.2
C -0.5757 0.5228 0.2954 -1.8 0.5 -0.7
C -1.4232 0.3066 -0.9905 -1.1 0.9 1.2
N -0.4317 -0.5165 0.9659 0.1 -2.3 1.5
O 0.3308 -0.5422 2.1449 -0.2 0.6 -0.1
H -1.0665 2.5090 1.1271 -0.9 -0.6 -0.6
H 0.3365 1.9417 1.6419 0.5 -0.8 -0.1
H 0.2566 2.5869 0.0549 -0.2 -0.8 -0.3
H -0.9260 1.0187 -1.6696 -1.0 -0.3 -0.4
H -2.5559 0.5497 -0.7305 2.4 -0.1 -0.8
H -1.4006 -0.7247 -1.3920 0.1 0.8 0.4
H 0.3030 -1.4673 2.4818 -0.3 0.8 -0.9
C 1.9965 -2.0947 -1.1540 -1.3 1.1 -0.8
S 0.4378 -2.1387 -0.6764 2.2 -1.9 0.4
H 2.0510 -1.9442 -2.2267 0.8 0.0 -0.1
H 2.9295 -1.8888 -0.6037 -0.7 -0.7 0.2
```
Positions in Å, forces in eV/Å.

The calculation puts the energy above the lowest of the compared OMol25 structures with the same formula, charge and spin at 475.25 kJ/mol. Its HOMO-LUMO gap is 8.0171 eV. As for the SMILES: CC(C)=NO.C=S. As for the lowest unoccupied orbital energy: 0.11 eV.

***

5.
The following is a quantum chemistry calculation of one molecule with the formula C4H9NOS at a distorted geometry, from the Open Molecules 2025 dataset.

```
16
Properties=species:S:1:pos:R:3:forces:R:3
N 1.7400 -1.0631 1.5692 -0.4 -0.4 -0.5
C 0.5203 -0.3890 1.1338 0.7 0.4 -0.5
C 0.8866 0.9804 0.5254 -0.1 -1.0 0.4
O 1.7991 1.0607 -0.2529 0.0 0.5 -0.1
C -0.1644 -1.2661 0.1002 -0.5 0.2 -1.0
C -1.5666 -0.8579 -0.3107 0.0 1.2 -0.2
S -1.6080 0.7734 -1.2070 0.1 -0.2 0.4
H 2.4982 -0.8346 0.9382 0.1 0.0 0.2
H 1.9525 -0.8231 2.5112 0.5 0.2 0.5
H -0.0949 -0.2211 2.0139 -0.4 -0.1 0.0
H 0.2962 1.8157 0.9033 0.0 0.6 -0.2
H 0.4380 -1.4242 -0.7940 0.4 0.6 -0.1
H -0.1739 -2.2432 0.4853 -0.3 -1.4 0.9
H -2.1500 -0.6986 0.5960 -0.3 -0.1 -0.2
H -2.1022 -1.4837 -1.0169 0.3 -0.7 0.4
H -0.5014 0.5373 -1.9240 0.0 0.0 -0.1
```
Positions in Å, forces in eV/Å.

The calculation puts the energy above the lowest of the compared OMol25 structures with the same formula, charge and spin at 138.31 kJ/mol. Its HOMO-LUMO gap is 10.1039 eV. As for the SMILES: N[C@@H](C=O)CCS. As for the lowest unoccupied orbital energy: 0.88 eV.

***

6.
The following is a quantum chemistry calculation of a 2-piece molecular cluster, C4H9NOS overall at a distorted geometry, from the Open Molecules 2025 dataset.

```
16
Properties=species:S:1:pos:R:3:forces:R:3
C -0.0307 1.8089 1.2380 3.1 -2.6 -2.3
C 0.0336 -1.9205 -0.2559 -0.1 0.2 -0.1
C -0.7194 -0.7321 -0.8452 0.3 0.1 0.0
C 0.2221 0.3925 -1.2991 -1.0 -0.5 -0.3
N 1.1331 0.9176 -0.3501 -1.1 2.3 3.4
O -0.3481 2.2300 3.6815 0.2 -0.1 0.8
S 0.4705 1.4658 2.7320 -1.0 0.7 -1.6
H -0.7582 2.4736 0.8201 -0.3 0.3 0.1
H -0.6465 -2.7500 -0.0713 0.0 -0.1 0.1
H 0.8121 -2.2587 -0.9414 0.0 -0.1 0.0
H 0.4997 -1.6553 0.6934 0.0 -0.1 0.1
H -1.4104 -0.3315 -0.0998 -0.1 0.0 0.0
H -1.3011 -1.0592 -1.7091 -0.1 0.0 0.0
H 0.8622 0.0061 -2.1090 0.0 0.1 0.0
H -0.3545 1.2256 -1.7176 0.1 -0.1 -0.1
H 1.5357 0.1871 0.2333 -0.1 -0.1 0.0
```
Positions in Å, forces in eV/Å.

The calculation puts the energy above the lowest of the compared OMol25 structures with the same formula, charge and spin at 504.05 kJ/mol. Its HOMO-LUMO gap (spin up / spin down) is 9.0426 / 9.0431 eV. As for the lowest unoccupied orbital energy (spin up / spin down): -0.37 / -0.37 eV.

***

7.
The following is a quantum chemistry calculation of one molecule with the formula C4H9NOS at a distorted geometry, from the Open Molecules 2025 dataset.

```
16
Properties=species:S:1:pos:R:3:forces:R:3
C 1.1999 1.1823 -2.0253 0.2 -1.2 4.9
C 0.4091 0.2652 -1.4177 -0.2 1.1 -2.1
C 0.5287 -0.0788 -0.0388 -2.1 -1.7 2.2
C 1.0175 0.7446 1.1426 1.0 -1.5 -1.3
S -0.6651 -1.2327 0.5428 2.3 1.8 -1.4
N -2.2847 -1.0527 0.9885 0.4 1.0 0.8
O -0.7139 -2.3044 -0.3978 -0.7 -1.7 -0.5
H 1.2477 1.4019 -2.9943 -0.3 0.6 -3.8
H 1.9757 1.6321 -1.4088 0.0 0.2 -0.1
H -0.3489 -0.1933 -2.1017 0.6 -0.1 1.1
H 2.0560 1.1072 1.1076 -0.2 -0.7 -0.1
H 0.8377 0.0506 1.9601 0.5 0.6 0.8
H 0.4345 1.5892 1.2282 -1.3 2.1 0.6
H -0.1355 -1.5043 1.7832 -0.4 0.1 -0.5
H -2.5365 -0.0858 1.1255 0.1 0.2 0.2
H -3.0224 -1.5209 0.5057 0.1 -0.7 -0.7
```
Positions in Å, forces in eV/Å.

The calculation puts the energy above the lowest of the compared OMol25 structures with the same formula, charge and spin at 516.51 kJ/mol. Its HOMO-LUMO gap is 7.7662 eV. As for the SMILES: C=CC(C)=[S@@H](N)=O. As for the lowest unoccupied orbital energy: 0.49 eV.